{
  "formula": "C39H40BIrN13O",
  "method": "ωB97M-V with the def2-TZVPD basis set",
  "total_energy_ev": -66013.7762,
  "charge": 2,
  "spin_multiplicity": 6,
  "homo_energy_ev": [-11.7, -14.0],
  "s_squared": 8.83,
  "lumo_energy_ev": [-4.989, -8.844],
  "e_above_lowest_kcal_mol": 0.0,
  "elements": ["Ir", "C", "C", "C", "C", "N", "C", "N", "C", "N", "C", "N", "C", "C", "C", "C", "C", "N", "C", "C", "C", "C", "C", "C", "H", "H", "H", "H", "H", "H", "H", "H", "H", "H", "H", "H", "C", "C", "C", "C", "C", "N", "N", "B", "N", "N", "C", "C", "C", "C", "C", "N", "N", "C", "C", "C", "C", "C", "H", "H", "H", "H", "H", "H", "H", "H", "H", "H", "H", "H", "H", "H", "H", "H", "H", "H", "H", "H", "H", "H", "N", "C", "O", "C", "C", "C", "C", "N", "C", "H", "H", "H", "H", "H", "H"],
  "xyz": [[-0.10247, 0.17059, 0.63362], [3.12744, -3.09292, -0.52337], [2.52058, -4.33500, -0.38358], [1.16052, -4.37618, -0.20682], [0.40371, -3.16090, -0.22087], [1.03749, -1.94662, -0.25911], [2.34151, -1.93632, -0.41796], [-0.90203, -3.27931, -0.24392], [-1.76131, -2.27271, -0.55259], [-1.62684, -0.90460, -0.51186], [-2.81810, -0.39672, -0.99932], [-3.32492, 0.86524, -1.05172], [-2.63742, 1.98632, -1.02666], [-3.36067, 3.19497, -1.27686], [-2.68176, 4.37869, -1.42590], [-1.29798, 4.36616, -1.30056], [-0.65976, 3.16199, -0.96896], [-1.28792, 2.01814, -0.81480], [-3.69873, -1.45532, -1.39357], [-4.97682, -1.46281, -1.94108], [-5.55728, -2.69985, -2.17848], [-4.88983, -3.89211, -1.87662], [-3.61637, -3.89010, -1.32795], [-3.03032, -2.65276, -1.09194], [4.19011, -2.99271, -0.67132], [3.10354, -5.24292, -0.41847], [0.60656, -5.29683, -0.11551], [2.82853, -0.97259, -0.43598], [-4.43023, 3.11463, -1.39298], [-3.20770, 5.29496, -1.64689], [-0.70873, 5.26152, -1.41669], [0.40618, 3.16560, -0.78988], [-5.49246, -0.54399, -2.17260], [-6.54847, -2.74532, -2.60456], [-5.37903, -4.83355, -2.07280], [-3.10342, -4.80624, -1.08631], [-2.08002, 2.97373, 2.53084], [-0.63147, 3.05238, 2.24283], [0.11680, 4.19311, 2.49490], [1.39698, 3.92020, 2.06736], [2.60154, 4.78555, 2.12013], [1.40640, 2.67242, 1.58121], [0.16848, 2.09714, 1.69543], [2.60651, 1.89647, 1.02665], [2.81114, 0.62462, 1.84545], [1.84136, -0.32104, 1.89277], [2.34035, -1.36605, 2.57515], [1.61750, -2.64540, 2.82230], [3.63632, -1.06722, 2.98817], [3.90474, 0.20067, 2.50591], [5.13856, 1.01407, 2.64449], [2.32267, 1.53573, -0.44922], [1.24164, 0.79269, -0.82920], [1.31359, 0.62756, -2.15980], [0.32254, -0.10326, -2.98725], [2.45536, 1.26736, -2.63384], [3.07048, 1.82768, -1.53140], [4.32690, 2.61988, -1.47107], [-2.44631, 3.97344, 2.75811], [-2.64174, 2.60574, 1.68098], [-2.28092, 2.35113, 3.39724], [-0.23510, 5.10123, 2.94028], [2.33099, 5.75816, 2.52096], [3.36580, 4.35353, 2.76090], [3.03472, 4.92773, 1.13298], [3.57457, 2.56978, 1.07368], [0.66410, -2.68778, 2.30493], [2.22905, -3.48784, 2.49776], [1.42874, -2.78478, 3.88785], [4.29141, -1.69203, 3.56012], [5.85876, 0.47828, 3.25689], [5.59406, 1.21360, 1.67717], [4.92958, 1.96968, 3.12019], [-0.39666, -0.63616, -2.38088], [-0.21192, 0.59398, -3.63208], [0.83415, -0.81484, -3.63470], [2.78841, 1.31506, -3.65150], [4.70854, 2.76813, -2.47762], [4.16230, 3.59520, -1.01818], [5.08974, 2.10772, -0.88871], [-5.65113, -0.76340, 1.82234], [-5.07873, -1.12669, 2.99085], [-5.71649, -1.52378, 3.93574], [-3.57568, -1.00156, 3.12192], [-3.02660, -1.29781, 4.36262], [-1.66631, -1.13595, 4.53166], [-0.89328, -0.72591, 3.46154], [-1.39530, -0.47592, 2.24292], [-2.72676, -0.58829, 2.10874], [-6.65019, -0.88238, 1.75376], [-5.14537, -0.53463, 0.98816], [-3.68046, -1.62243, 5.15996], [-1.19436, -1.31424, 5.48405], [0.15349, -0.53098, 3.58567], [-3.11964, -0.33126, 1.14137]],
  "forces_ev_per_angstrom": [[0.0, 0.0, 0.0], [0.0, -0.2, 0.0], [0.0, -0.1, 0.0], [0.1, -0.2, 0.0], [-0.5, 0.0, -0.1], [0.0, 0.1, -0.2], [-0.3, 0.1, 0.0], [1.2, -0.5, 0.5], [-0.7, 0.3, -0.5], [-0.2, -0.1, 0.2], [0.0, -0.9, -0.3], [0.1, 1.6, 0.2], [-0.3, -0.7, -0.1], [-0.2, 0.3, 0.0], [-0.1, 0.0, 0.0], [-0.1, 0.1, -0.1], [-0.1, -0.4, 0.1], [0.3, 0.0, 0.0], [0.7, 0.0, 0.2], [0.0, 0.1, 0.0], [0.0, -0.2, 0.0], [-0.2, 0.1, -0.1], [0.1, 0.1, 0.0], [0.2, 0.6, 0.0], [0.1, 0.0, 0.0], [0.0, -0.1, 0.0], [0.0, -0.1, 0.0], [0.0, 0.1, 0.0], [-0.1, 0.0, 0.0], [-0.1, 0.1, 0.0], [0.0, 0.1, 0.0], [0.1, -0.1, 0.0], [-0.1, 0.1, 0.0], [-0.1, 0.0, 0.0], [-0.1, -0.1, 0.0], [0.1, -0.1, 0.0], [-0.2, -0.2, 0.0], [0.5, -0.3, -0.2], [0.0, -0.1, -0.1], [0.1, -0.1, 0.0], [0.1, 0.1, 0.0], [-0.1, -0.2, 0.1], [-0.2, 0.4, 0.1], [-0.1, 0.0, 0.0], [0.1, -0.2, 0.1], [-0.4, -0.2, 0.1], [-0.1, 0.3, -0.1], [-0.1, 0.0, 0.1], [0.0, 0.2, -0.2], [-0.1, -0.1, 0.0], [0.1, 0.0, 0.1], [0.1, -0.1, -0.1], [-0.1, 0.1, -0.1], [-0.1, 0.1, 0.2], [-0.1, -0.1, 0.0], [0.0, 0.0, 0.2], [-0.1, 0.0, 0.0], [0.1, 0.0, 0.0], [0.0, 0.0, 0.0], [-0.2, -0.2, -0.2], [-0.1, -0.2, 0.1], [-0.1, 0.2, 0.1], [0.0, 0.0, 0.0], [0.1, 0.0, 0.1], [0.1, 0.0, -0.1], [0.1, 0.1, 0.0], [-0.1, 0.0, 0.0], [0.0, 0.0, 0.0], [0.0, 0.0, 0.0], [0.1, -0.1, 0.1], [0.0, 0.0, 0.0], [0.1, 0.0, -0.1], [0.0, 0.1, 0.0], [0.0, -0.1, 0.0], [0.0, 0.0, 0.0], [0.0, 0.0, 0.0], [0.1, 0.0, -0.2], [0.0, 0.0, 0.0], [0.0, 0.1, 0.0], [0.1, 0.0, 0.0], [-0.1, 0.0, -0.2], [0.1, 0.0, -0.1], [-0.1, -0.1, 0.2], [0.2, 0.1, -0.1], [0.0, 0.0, -0.1], [0.0, 0.0, -0.1], [0.0, 0.3, 0.1], [0.1, 0.3, 0.0], [-0.3, -0.1, -0.1], [0.1, 0.0, 0.0], [0.1, 0.0, -0.1], [0.0, 0.0, 0.0], [0.1, 0.0, 0.1], [0.3, 0.0, 0.0], [-0.1, 0.0, 0.1]],
  "mulliken_spin": [1.4586, 0.2330, -0.0171, 0.2019, 0.0611, 0.2509, 0.0293, 0.3781, 0.1554, 0.1025, 0.2027, 0.3684, 0.0616, 0.2115, -0.0288, 0.2371, 0.0321, 0.2732, 0.0071, 0.1864, 0.0221, 0.0425, 0.1639, 0.0268, -0.0047, 0.0070, -0.0057, 0.0605, -0.0035, 0.0073, -0.0048, 0.0568, 0.0039, 0.0020, 0.0019, 0.0070, -0.0029, 0.0206, -0.0007, 0.0016, 0.0010, -0.0305, 0.0924, 0.0764, -0.0378, 0.1303, 0.0213, 0.0272, 0.0117, -0.0096, 0.0013, -0.0051, -0.0329, 0.0100, -0.0043, -0.0085, -0.0007, 0.0002, -0.0003, -0.0001, 0.0001, -0.0007, 0.0003, 0.0005, 0.0002, 0.0004, -0.0087, -0.0080, 0.0002, 0.0010, 0.0005, -0.0003, -0.0001, 0.0212, 0.0029, 0.0006, 0.0002, -0.0001, 0.0000, 0.0000, 0.0012, -0.0007, 0.0001, 0.0112, -0.0008, -0.0054, -0.0018, -0.0665, -0.0062, 0.0000, 0.0014, 0.0002, 0.0000, 0.0056, 0.0029]
}